ORCA calculation (ωB97M-V with the def2-TZVPD basis set) on FNO4S as an isolated structure at a distorted geometry.

Element x y z (Å)
N -1.15876 -0.65920 0.16352
O -1.09267 -1.78981 -0.10778
O -1.95339 0.05063 0.59753
O 1.65290 1.88815 1.12269
O 1.65052 -0.71465 -0.48118
F 0.14652 1.01580 -1.29345
S 0.75488 0.20909 -0.00133

- Highest occupied orbital energy (alpha / beta): -0.4034 / -0.3867 Ha
- Lowest unoccupied orbital energy (alpha / beta): -3.3 / -2.1 eV
- Calculated total energy: -23223.596 eV
- Spin multiplicity: 1